The following is a quantum chemistry calculation of 5 unconnected molecules or ions with the total composition C23H54ClN3O10 in a non-equilibrium geometry, from the OMol25 dataset.

- 2S+1 = 1
- HOMO level (eV) = 1.62
- charge = -2
- orbital gap (eV) = 2.9

XYZ file:
```
91
Properties=species:S:1:pos:R:3:forces:R:3
Cl 0.3537 1.8719 -2.6035 -3.5388 -0.2264 -0.4631
O 0.3183 3.3009 -2.2857 0.7668 -1.3384 -0.9323
O 0.3026 1.6386 -4.0086 1.2935 3.7443 -0.6547
O 1.5242 1.1950 -2.0850 0.8895 2.0235 -5.8482
O -0.8319 1.1981 -2.0094 1.8188 3.3535 -1.9327
C -2.0264 -3.5893 0.8950 -0.0218 0.6388 1.4183
C -1.0696 -2.5747 1.5371 0.5351 0.8958 0.8394
C 0.2225 -3.3980 1.8430 0.0444 0.0027 -0.1515
C 1.4273 -2.5424 2.1573 -1.0315 -0.6561 -0.0624
C 1.6150 -1.5568 1.0417 -0.6071 -1.3856 1.0599
C 0.3841 -0.6312 0.7353 0.8370 -1.5902 1.0775
N -0.8249 -1.4336 0.6217 -0.4119 -1.2261 -0.5912
O -1.9719 -0.7566 0.0511 1.7620 -2.4994 3.3758
C 0.7860 0.0300 -0.5557 -0.2205 -1.1630 3.3826
C 0.3141 0.3701 1.8829 1.1864 -1.1622 1.5409
C -1.6302 -2.1230 2.9256 -0.5772 0.0436 -0.1217
H -2.2675 -4.4236 1.5537 0.8264 -0.5407 0.1857
H -1.6007 -3.8756 -0.0667 0.9536 -0.5434 1.3102
H -3.0377 -3.2324 0.7002 0.4686 0.8714 0.3716
H 0.4809 -4.0268 0.9910 -0.1356 -0.0872 -0.3350
H 0.0498 -4.0734 2.6809 -0.4093 -0.2238 0.1399
H 2.3388 -3.1359 2.2275 0.0918 -0.3072 0.2075
H 1.2479 -2.1050 3.1394 0.2455 0.5059 0.0551
H 1.9148 -2.1175 0.1564 0.0245 0.0601 -0.2898
H 2.4557 -0.9844 1.4338 -0.4277 -2.6162 -0.6802
H 0.1040 0.8289 -0.8468 0.9004 -3.3225 1.1445
H 0.6819 -0.6557 -1.3965 0.9749 0.3167 6.3681
H 1.7598 0.5196 -0.5637 -1.1108 -2.2331 1.1480
H -0.2315 1.2506 1.5435 2.0452 -3.1228 2.0908
H 1.3316 0.6136 2.1885 -0.4615 0.8253 0.1748
H 0.0297 -0.1136 2.8174 -1.0036 0.0527 -0.0982
H -0.9099 -1.8310 3.6898 0.4560 -0.1834 -0.1963
H -2.2247 -2.9309 3.3523 -0.2100 -0.1189 0.2116
H -2.2645 -1.2453 2.8018 -0.2288 -0.0579 -0.3122
C -1.2817 3.6425 -0.0241 0.8633 0.1632 0.0849
C -0.9896 2.1337 0.3474 -4.9744 3.6982 -1.0600
O -2.2212 1.4332 0.0739 0.2066 2.4650 -0.1602
H -1.4645 3.7929 -1.0881 -0.6230 -0.5273 0.1394
H -0.3971 4.2601 0.1310 -1.7044 -0.6566 0.0067
H -2.0575 4.1289 0.5672 -0.4664 -0.4456 0.1642
H -0.8496 1.9924 1.4191 -1.5017 3.2049 -1.0399
H -0.1701 1.7464 -0.2580 -2.1175 1.2805 1.6342
H -2.7112 1.3856 0.8981 0.1416 -0.4625 -0.0722
C 0.6562 5.5365 1.5072 -0.1211 -0.7594 1.1735
O 1.0026 4.1732 1.3526 0.1176 1.2675 1.6420
C 1.5268 3.9212 0.0766 1.2510 -0.4641 0.2262
C 1.8271 2.4069 0.0619 0.3562 2.4648 1.6526
N 2.8742 2.0797 1.0401 0.6208 1.1893 -0.9648
C 3.1425 0.6649 0.9798 1.7113 1.9662 0.8909
C 4.3899 0.4034 1.8143 -0.9051 -0.7421 -0.5357
O 4.1239 0.7120 3.1974 0.7251 0.3170 -0.8912
C 5.2179 0.3957 4.0092 -0.6432 -0.8329 0.7926
H 1.5549 6.1531 1.4881 -0.0619 0.3691 -0.4645
H 0.1913 5.6661 2.4845 0.2720 -0.2265 0.4210
H -0.1769 5.8241 0.8659 0.4858 0.3608 -0.7514
H 2.4419 4.4993 -0.0517 0.5907 0.0541 0.0479
H 0.8125 4.3254 -0.6406 0.8668 -0.6303 -0.3279
H 2.0257 2.0777 -0.9580 0.7366 0.9413 1.5975
H 0.9787 1.8798 0.4983 0.9560 1.0232 -0.7748
H 2.4283 2.2608 1.9281 0.2197 0.1021 0.4102
H 3.2382 0.3200 -0.0498 0.9323 0.1067 0.1370
H 2.3009 0.0635 1.3233 1.5103 2.8742 -0.3206
H 5.2585 0.9076 1.3908 0.0604 0.5899 0.3326
H 4.5949 -0.6560 1.6606 0.2484 -0.5984 0.6363
H 5.3885 -0.6786 3.9396 0.5465 -0.2666 -0.2307
H 4.9371 0.5229 5.0547 -0.2606 0.3639 0.0477
H 6.1474 0.9487 3.8740 0.0229 0.2212 -0.5807
C -5.1878 -2.6941 -0.5505 1.8734 0.4015 -0.3310
O -3.8974 -2.1267 -0.9388 -2.4266 -0.5806 0.2148
C -3.1227 -3.1189 -1.5329 1.4943 0.0829 -2.0198
C -1.9870 -2.5846 -2.4958 -1.2844 0.2237 1.4457
N -1.0393 -1.7474 -1.8360 0.6133 0.1993 -3.3186
C -0.0267 -1.2722 -2.7555 -1.9669 -0.3467 -3.3381
C -0.5511 -0.5019 -4.0512 -0.2920 -2.3154 0.9921
O -1.7432 0.2968 -3.7795 -0.0525 -1.3334 -3.5192
C -2.2631 0.7121 -5.0670 0.6804 -0.5456 1.1797
H -5.7604 -2.9230 -1.4492 -0.4509 0.2445 -0.0850
H -5.6669 -2.0221 0.1615 -0.0662 0.2184 -0.3849
H -5.0463 -3.6447 -0.0363 0.1349 -0.2873 0.1983
H -3.6967 -3.7627 -2.1993 -0.6239 -0.2645 -0.1705
H -2.6295 -3.7173 -0.7669 -1.5988 0.1184 -2.0320
H -2.4911 -2.0899 -3.3260 0.2105 0.3342 -0.0489
H -1.5063 -3.4788 -2.8927 0.1361 -0.8822 -0.4824
H -0.5403 -2.2488 -1.1151 -0.4042 0.2520 0.7758
H 0.5498 -2.1408 -3.0739 0.6972 -0.4321 -0.9075
H 0.6731 -0.6139 -2.2408 -0.6788 -0.6854 -5.4300
H -0.7283 -1.2002 -4.8691 -0.8054 -0.5886 -0.0415
H 0.3028 0.0700 -4.4145 -0.6547 -0.9618 -0.0642
H -3.2256 1.2017 -4.9189 0.0251 -0.0926 0.0611
H -2.3338 -0.1546 -5.7241 -0.5010 -0.3065 -0.1605
H -1.5738 1.3779 -5.5864 0.1543 0.4073 0.1710
```
Forces are in eV/Å.